Record 1
Molecular formula: C29H20N3OP2PdS4Se2
Method: DFT, the ωB97M-V functional and the def2-TZVPD basis

Calculated values
* charge: -1
* relative energy (zero: lowest compared OMol25 entry of this formula, charge and spin): 98.7 kJ/mol
* multiplicity: 1
* LUMO level (spin up / spin down): 1.624 / 1.628 eV
* max |F|: 0.0622 Eh/bohr
* electronic energy: -8562.9846 Ha
* Kohn-Sham gap (spin up / spin down): 5.970 / 5.973 eV

Last column: Löwdin charge in e.
Atoms and positions in Å:
Pd  2.21  -2.25  2.50  0.12
Se  -4.56  -2.06  -0.90  0.27
P  -2.81  -0.91  -0.75  0.50
C  -2.22  -0.49  -2.40  -0.37
C  -1.47  -1.42  -3.12  -0.09
C  -1.21  -1.22  -4.46  -0.09
C  -1.70  -0.09  -5.10  -0.09
C  -2.44  0.84  -4.39  -0.09
C  -2.70  0.65  -3.05  -0.09
C  -3.08  0.69  0.08  -0.34
C  -2.06  1.63  0.13  -0.10
C  -2.25  2.85  0.77  -0.08
C  -3.48  3.12  1.37  -0.08
C  -4.50  2.18  1.32  -0.08
C  -4.30  0.97  0.67  -0.10
C  -1.46  -1.70  0.15  -0.43
C  -0.07  -1.63  0.28  -0.45
N  0.25  -2.47  1.30  -0.14
N  -0.85  -3.01  1.77  -0.04
N  -1.88  -2.58  1.09  -0.02
P  1.35  -0.69  -0.21  0.63
Se  3.17  -1.76  0.19  0.39
C  1.38  -0.14  -1.94  -0.35
C  2.02  -0.96  -2.86  -0.12
C  2.16  -0.55  -4.18  -0.08
C  1.67  0.68  -4.57  -0.09
C  1.02  1.50  -3.66  -0.08
C  0.88  1.09  -2.34  -0.09
C  1.28  0.80  0.83  -0.37
C  2.13  1.88  0.55  -0.09
C  2.17  2.96  1.41  -0.08
C  1.39  2.96  2.56  -0.08
C  0.57  1.89  2.85  -0.07
C  0.50  0.81  1.98  -0.10
H  -1.11  -2.31  -2.62  0.12
H  -0.63  -1.95  -5.01  0.11
H  -1.50  0.06  -6.16  0.10
H  -2.82  1.73  -4.89  0.10
H  -3.29  1.36  -2.50  0.11
H  -1.10  1.42  -0.32  0.07
H  -1.44  3.56  0.82  0.10
H  -3.63  4.06  1.87  0.10
H  -5.45  2.39  1.79  0.10
H  -5.08  0.22  0.63  0.05
H  2.43  -1.91  -2.54  0.07
H  2.67  -1.19  -4.89  0.11
H  1.78  1.01  -5.60  0.11
H  0.62  2.46  -3.96  0.11
H  0.40  1.75  -1.63  0.09
H  2.76  1.85  -0.33  0.11
H  2.83  3.79  1.19  0.10
H  1.44  3.80  3.24  0.10
H  -0.03  1.88  3.75  0.11
H  -0.15  -0.03  2.21  0.11
O  5.01  -4.25  8.44  -0.09
C  4.50  -3.92  7.39  -1.06
S  5.11  -4.38  5.80  0.94
C  3.88  -3.56  4.86  -1.17
C  2.99  -2.87  5.50  -1.18
S  1.79  -1.87  4.72  0.48
S  3.06  -2.92  7.26  0.94
S  3.87  -3.73  3.11  0.48

---

Record 2
Molecular formula: C29H20N8O8RuS
Method: DFT, the ωB97M-V functional and the def2-TZVPD basis

Calculated values
* charge: -1
* relative energy (zero: lowest compared OMol25 entry of this formula, charge and spin): 55.1 kJ/mol
* expectation value of S²: 0.754
* multiplicity: 2
* LUMO level (spin up / spin down): 1.264 / 1.236 eV
* max |F|: 0.0174 Eh/bohr
* electronic energy: -2650.3963 Ha
* Kohn-Sham gap (spin up / spin down): 6.538 / 6.510 eV

Last column: Löwdin charge in e.
Atoms and positions in Å:
Ru  -0.06  -0.14  0.31  1.39
O  -1.75  1.69  -2.91  0.11
C  -1.07  1.26  -2.00  -0.45
N  -1.49  0.62  -0.85  -0.02
C  -2.81  0.49  -0.48  -0.42
O  -3.79  0.96  -1.01  0.11
C  -2.93  -0.40  0.74  -0.16
C  -4.15  -0.59  1.35  0.01
C  -4.23  -1.48  2.41  -0.04
C  -3.09  -2.16  2.80  -0.03
C  -1.89  -1.90  2.15  -0.08
N  -1.81  -1.02  1.15  0.01
C  0.44  1.33  -2.08  -0.19
C  1.06  1.90  -3.17  0.01
C  2.44  1.96  -3.20  -0.04
C  3.16  1.45  -2.14  -0.02
C  2.48  0.89  -1.07  -0.06
N  1.15  0.83  -1.05  -0.02
H  -5.01  -0.05  0.99  0.12
H  -5.16  -1.64  2.93  0.11
H  -3.10  -2.86  3.62  0.11
H  -0.96  -2.35  2.46  0.12
H  0.43  2.29  -3.96  0.12
H  2.95  2.41  -4.05  0.11
H  4.24  1.49  -2.11  0.11
H  2.99  0.50  -0.20  0.09
N  1.92  -5.56  5.71  0.09
C  2.18  -4.68  4.66  -0.33
C  1.90  -3.32  4.80  -0.02
C  2.20  -2.44  3.78  -0.05
C  2.78  -2.91  2.61  -0.29
C  3.06  -4.26  2.46  -0.06
C  2.76  -5.15  3.48  -0.04
S  3.12  -1.81  1.28  0.60
O  4.04  -2.46  0.38  -0.31
O  3.46  -0.52  1.81  -0.30
N  1.66  -1.61  0.57  -0.15
C  1.17  -2.41  -0.38  -0.45
N  1.60  -3.61  -0.80  0.15
C  0.89  -4.16  -1.77  -0.13
C  -0.25  -3.59  -2.35  -0.06
C  -0.67  -2.39  -1.83  -0.10
N  0.03  -1.82  -0.86  -0.03
H  1.21  -5.25  6.36  0.08
H  1.78  -6.52  5.44  0.08
H  1.44  -2.95  5.71  0.12
H  1.95  -1.39  3.87  0.10
H  3.51  -4.61  1.54  0.11
H  2.99  -6.20  3.38  0.10
H  1.24  -5.13  -2.11  0.11
H  -0.79  -4.09  -3.15  0.09
H  -1.56  -1.86  -2.16  0.12
O  -1.46  5.25  4.72  -0.04
C  -1.41  5.35  3.49  -0.70
O  -1.67  6.31  2.73  -0.05
C  -0.97  4.05  2.74  -0.08
C  -0.69  4.08  1.39  0.01
C  -0.33  2.91  0.74  -0.10
N  -0.22  1.74  1.38  0.00
C  -0.45  1.71  2.70  -0.16
C  -0.83  2.84  3.41  0.07
C  -0.18  0.39  3.37  -0.61
O  -0.47  0.22  4.55  0.04
O  0.35  -0.48  2.59  -0.17
H  -0.79  5.01  0.85  0.11
H  -0.13  2.92  -0.32  0.09
H  -1.00  2.78  4.47  0.13

---

Record 3
Molecular formula: C29H21BrIN6O2Re
Method: DFT, the ωB97M-V functional and the def2-TZVPD basis

Calculated values
* charge: +3
* relative energy (zero: lowest compared OMol25 entry of this formula, charge and spin): 0.0 kJ/mol
* expectation value of S²: 0.796
* multiplicity: 2
* LUMO level (spin up / spin down): -10.302 / -10.191 eV
* max |F|: 0.0132 Eh/bohr
* electronic energy: -4545.7924 Ha
* Kohn-Sham gap (spin up / spin down): 4.702 / 4.679 eV

Last column: Löwdin charge in e.
Atoms and positions in Å:
Re  -0.75  1.61  0.37  1.53
Br  3.23  -10.10  -2.50  0.95
C  2.82  -8.59  -1.51  -0.65
C  1.51  -8.07  -1.56  -0.08
C  1.19  -6.97  -0.83  0.03
C  2.19  -6.35  -0.04  -0.24
C  3.51  -6.88  0.01  0.04
C  3.82  -7.99  -0.73  -0.08
N  1.98  -5.25  0.72  0.18
N  0.88  -4.73  0.88  0.14
C  0.35  -3.56  1.01  -0.13
C  -0.80  -3.41  1.89  0.05
C  -1.39  -2.22  2.07  0.06
C  -0.91  -1.07  1.37  -0.30
O  -1.39  0.12  1.51  -0.15
C  0.18  -1.18  0.47  -0.18
N  0.53  -0.01  -0.12  -0.05
C  1.63  -0.04  -0.90  -0.07
C  2.36  -1.19  -1.13  0.02
C  1.96  -2.40  -0.57  0.05
C  0.85  -2.40  0.27  -0.05
H  0.77  -8.57  -2.17  0.12
H  0.18  -6.57  -0.84  0.13
H  4.24  -6.40  0.64  0.14
H  4.81  -8.42  -0.70  0.12
H  -1.14  -4.30  2.41  0.14
H  -2.23  -2.11  2.75  0.14
H  1.94  0.90  -1.32  0.11
H  3.23  -1.14  -1.77  0.13
H  2.51  -3.30  -0.78  0.12
C  0.18  4.21  -3.15  0.00
C  0.28  3.25  -2.14  -0.07
N  -0.64  3.09  -1.20  -0.05
C  -1.73  3.93  -1.23  -0.15
C  -1.91  4.91  -2.20  -0.11
C  -0.91  5.04  -3.19  0.06
C  -3.09  5.73  -2.16  0.02
C  -4.03  5.55  -1.20  0.03
C  -3.86  4.54  -0.19  -0.11
C  -4.79  4.29  0.84  0.06
C  -4.55  3.29  1.75  0.01
C  -3.38  2.54  1.65  -0.06
N  -2.48  2.76  0.69  -0.06
C  -2.72  3.74  -0.22  -0.15
H  0.96  4.28  -3.89  0.13
H  1.13  2.59  -2.10  0.10
H  -1.01  5.79  -3.96  0.14
H  -3.22  6.49  -2.92  0.14
H  -4.92  6.16  -1.17  0.14
H  -5.70  4.88  0.90  0.14
H  -5.25  3.08  2.54  0.13
H  -3.16  1.74  2.34  0.12
N  1.19  4.40  1.99  0.25
C  1.53  3.13  1.90  -0.56
O  1.08  2.39  0.98  -0.23
C  2.53  2.60  2.88  -0.54
I  2.29  0.53  3.27  0.95
H  0.57  4.81  1.31  0.14
H  1.57  5.00  2.70  0.15
H  2.47  3.12  3.83  0.07
H  3.53  2.75  2.47  0.08

---

Record 4
Molecular formula: C29H21ClN4O9W
Method: DFT, the ωB97M-V functional and the def2-TZVPD basis

Calculated values
* charge: -2
* relative energy (zero: lowest compared OMol25 entry of this formula, charge and spin): 0.0 kJ/mol
* expectation value of S²: 2.023
* multiplicity: 3
* LUMO level (spin up / spin down): 4.134 / 4.133 eV
* max |F|: 0.0133 Eh/bohr
* electronic energy: -2541.3259 Ha
* Kohn-Sham gap (spin up / spin down): 5.246 / 5.840 eV

Last column: Löwdin charge in e.
Atoms and positions in Å:
W  -0.34  0.75  -0.23  1.71
O  -2.56  4.03  1.29  0.03
C  -2.11  2.96  0.92  -0.58
O  -0.89  2.70  0.58  -0.16
C  -2.99  1.73  0.84  -0.15
C  -4.34  1.60  1.09  -0.01
C  -4.91  0.33  0.97  -0.06
C  -4.13  -0.77  0.61  0.01
C  -2.79  -0.57  0.36  -0.16
N  -2.28  0.66  0.48  0.00
C  -1.73  -1.53  -0.22  -0.66
O  -2.01  -2.79  -0.15  -0.14
O  -0.48  -1.07  0.53  -0.33
H  -4.91  2.47  1.38  0.11
H  -5.97  0.20  1.16  0.09
H  -4.54  -1.77  0.51  0.11
O  1.68  2.26  -5.62  0.10
C  2.58  1.46  -5.09  -0.53
O  3.58  1.12  -5.68  0.04
C  2.31  1.00  -3.69  -0.04
C  3.11  0.16  -2.96  -0.57
Cl  4.55  -0.65  -3.39  0.79
N  2.56  -0.03  -1.74  -0.03
N  1.41  0.67  -1.65  0.04
C  1.24  1.29  -2.81  -0.10
C  -0.01  2.08  -2.95  -0.53
O  -0.23  2.70  -4.02  0.04
O  -0.77  2.04  -1.95  -0.08
C  2.99  -0.92  -0.70  -0.23
C  2.16  -1.96  -0.34  0.00
C  2.55  -2.78  0.71  -0.06
C  3.77  -2.57  1.35  -0.09
C  4.59  -1.53  0.96  -0.09
C  4.20  -0.68  -0.07  -0.05
H  0.88  2.43  -4.99  0.05
H  1.20  -2.08  -0.82  0.10
H  1.89  -3.57  1.03  0.11
H  4.06  -3.21  2.17  0.09
H  5.53  -1.35  1.47  0.09
H  4.81  0.16  -0.37  0.11
C  1.25  1.04  1.39  -0.22
C  0.61  0.88  2.69  -0.30
C  0.49  -0.40  3.28  -0.04
C  -0.11  -0.58  4.50  -0.04
C  -0.64  0.52  5.20  -0.27
C  -0.56  1.79  4.62  -0.05
C  0.06  1.96  3.40  -0.05
C  -1.25  0.34  6.48  -0.23
N  -1.72  0.19  7.52  0.10
H  2.04  0.32  1.24  0.03
H  1.61  2.06  1.24  0.06
H  0.86  -1.25  2.72  0.10
H  -0.20  -1.57  4.93  0.11
H  -0.98  2.64  5.15  0.11
H  0.10  2.95  2.95  0.11
C  -0.69  -2.78  -2.80  -0.11
O  -0.30  -1.52  -2.27  -0.23
C  -1.31  -0.79  -1.56  -0.42
C  -2.44  -0.44  -2.52  -0.06
H  -1.32  -3.32  -2.09  0.07
H  0.23  -3.34  -2.99  0.08
H  -1.21  -2.66  -3.76  0.07
H  -3.01  -1.32  -2.82  0.08
H  -2.03  0.03  -3.43  0.07
H  -3.14  0.28  -2.08  0.07

---

Record 5
Molecular formula: C29H21MnN3O5S2Se
Method: DFT, the ωB97M-V functional and the def2-TZVPD basis

Calculated values
* charge: -1
* expectation value of S²: 6.120
* multiplicity: 5
* LUMO level (spin up / spin down): 0.273 / 0.215 eV
* max |F|: 0.0180 Eh/bohr
* electronic energy: -6007.0876 Ha
* Kohn-Sham gap (spin up / spin down): 4.248 / 4.215 eV

Last column: Löwdin charge in e.
Atoms and positions in Å:
Mn  1.55  -0.93  -0.45  1.00
S  5.90  -1.70  -0.51  1.05
C  5.73  -0.01  -0.24  -0.39
C  4.43  0.37  -0.20  -0.17
C  3.52  -0.70  -0.39  -0.21
C  4.20  -1.88  -0.56  -0.53
C  3.46  -3.12  -0.68  -0.26
C  4.00  -4.39  -0.82  -0.01
C  3.16  -5.48  -0.87  -0.04
C  1.78  -5.28  -0.79  -0.04
C  1.31  -3.99  -0.68  -0.07
N  2.12  -2.93  -0.63  0.04
H  6.61  0.60  -0.11  0.07
H  4.14  1.40  -0.01  0.11
H  5.07  -4.50  -0.89  0.11
H  3.55  -6.48  -0.97  0.11
H  1.08  -6.10  -0.82  0.11
H  0.25  -3.81  -0.63  0.11
Se  -2.11  1.25  -0.67  0.63
C  -3.49  2.56  -0.78  -0.71
C  -4.29  2.66  -1.92  -0.17
C  -5.33  3.58  -1.98  -0.12
C  -5.59  4.42  -0.91  -0.13
C  -4.79  4.34  0.22  -0.12
C  -3.75  3.42  0.29  -0.15
H  -4.08  2.00  -2.76  0.08
H  -5.94  3.64  -2.88  0.09
H  -6.41  5.13  -0.96  0.08
H  -4.98  5.00  1.06  0.09
H  -3.13  3.37  1.17  0.09
O  -1.06  -1.56  -3.55  0.11
C  -1.19  -1.68  -2.36  -0.44
N  -0.28  -1.26  -1.38  0.03
C  -0.74  -1.64  -0.18  -0.55
O  -0.03  -1.47  0.85  -0.03
C  -2.02  -2.37  -0.29  -0.13
C  -2.79  -3.03  0.64  0.01
C  -3.90  -3.73  0.16  -0.07
C  -4.21  -3.73  -1.20  -0.07
C  -3.42  -3.05  -2.12  0.01
C  -2.31  -2.39  -1.64  -0.10
H  -2.54  -3.01  1.69  0.12
H  -4.53  -4.28  0.85  0.10
H  -5.07  -4.29  -1.54  0.10
H  -3.65  -3.05  -3.18  0.12
N  1.27  1.11  -0.58  0.03
C  1.52  1.89  0.64  -0.32
C  1.57  1.26  1.87  -0.03
C  1.78  2.00  3.02  -0.03
C  1.96  3.37  2.93  -0.24
C  1.92  4.00  1.69  -0.04
C  1.69  3.26  0.54  -0.03
S  2.25  4.36  4.41  0.40
O  2.49  3.38  5.46  -0.37
O  3.42  5.16  4.05  -0.37
O  1.02  5.12  4.55  -0.36
H  0.24  1.05  -0.76  -0.05
H  1.65  1.62  -1.37  0.12
H  1.45  0.18  1.92  0.09
H  1.83  1.54  4.00  0.11
H  2.08  5.07  1.65  0.12
H  1.64  3.75  -0.43  0.11

---

Record 6
Molecular formula: C29H22IrNO3S6
Method: DFT, the ωB97M-V functional and the def2-TZVPD basis

Calculated values
* charge: -1
* relative energy (zero: lowest compared OMol25 entry of this formula, charge and spin): 106.5 kJ/mol
* expectation value of S²: 0.756
* multiplicity: 2
* LUMO level (spin up / spin down): 2.294 / 1.648 eV
* max |F|: 0.0068 Eh/bohr
* electronic energy: -3892.3535 Ha
* Kohn-Sham gap (spin up / spin down): 6.727 / 6.202 eV

Last column: Löwdin charge in e.
Atoms and positions in Å:
Ir  0.71  0.29  0.90  0.79
S  2.36  1.90  0.17  0.62
C  1.67  3.08  -0.95  -0.69
C  1.86  4.43  -0.67  -0.16
C  1.33  5.41  -1.50  -0.08
C  0.63  5.06  -2.64  -0.10
C  0.48  3.72  -2.96  -0.11
C  0.99  2.73  -2.12  -0.58
S  0.93  1.03  -2.57  0.94
C  -0.83  0.77  -2.87  -0.41
C  -1.56  -0.23  -1.99  -0.33
C  -2.87  -0.50  -2.39  -0.03
C  -3.61  -1.43  -1.69  -0.05
C  -3.02  -2.07  -0.62  -0.03
C  -1.72  -1.74  -0.28  -0.34
C  -1.12  -2.30  0.97  -0.32
S  -0.79  -0.92  2.11  0.95
C  -2.34  -0.04  1.95  -0.50
C  -3.46  -0.60  2.55  -0.11
C  -4.70  0.00  2.40  -0.11
C  -4.79  1.17  1.66  -0.10
C  -3.67  1.73  1.09  -0.11
C  -2.40  1.15  1.21  -0.64
S  -1.02  1.93  0.49  0.64
N  -0.99  -0.83  -0.95  0.10
H  2.40  4.71  0.22  0.04
H  1.47  6.46  -1.25  0.10
H  0.21  5.81  -3.29  0.10
H  -0.02  3.43  -3.87  0.10
H  -0.94  0.43  -3.90  0.08
H  -1.34  1.73  -2.79  0.08
H  -3.29  0.03  -3.23  0.12
H  -4.64  -1.64  -1.97  0.11
H  -3.56  -2.79  -0.02  0.11
H  -0.15  -2.77  0.80  0.08
H  -1.80  -3.01  1.45  0.09
H  -3.35  -1.50  3.15  0.11
H  -5.57  -0.43  2.87  0.09
H  -5.75  1.66  1.54  0.10
H  -3.75  2.66  0.53  0.10
O  -0.34  1.86  3.62  -0.40
S  1.09  1.97  3.47  0.10
O  1.62  0.80  2.62  -0.67
O  1.87  2.00  4.67  -0.37
S  1.60  3.56  2.29  0.40
C  3.56  -3.72  -2.10  -0.11
C  2.62  -2.71  -2.34  -0.09
C  2.13  -1.96  -1.31  -0.08
C  2.54  -2.16  0.03  -0.18
C  2.03  -1.36  1.12  -0.26
C  2.39  -1.77  2.39  -0.14
C  3.27  -2.85  2.63  -0.09
C  3.83  -3.54  1.60  -0.07
C  3.46  -3.22  0.27  -0.18
C  3.97  -3.97  -0.82  -0.06
H  3.96  -4.31  -2.92  0.09
H  2.28  -2.52  -3.35  0.09
H  1.40  -1.19  -1.49  0.00
H  2.01  -1.24  3.25  0.08
H  3.52  -3.09  3.66  0.10
H  4.53  -4.35  1.77  0.10
H  4.68  -4.76  -0.61  0.10